# 1
Computed, not measured: a structure of composition C21H26F5GaN3O6S2SbSe4Te, with ωB97M-V/def2-TZVPD.

Geometry (Å):
Ga1 0.19045 0.60577 -0.40299
C1 0.93957 -0.54442 4.37711
C2 0.85327 0.44125 3.24800
C3 1.55286 1.75309 3.43982
O1 0.27320 0.15280 2.21451
H1 0.87917 -0.05761 5.34983
H2 1.92130 -1.02050 4.29683
H3 0.17267 -1.30841 4.27917
H4 1.22369 2.22698 4.36931
H5 1.41069 2.39740 2.57677
H6 2.61986 1.53901 3.54009
Se1 4.93851 -3.13485 -0.63140
Sb1 3.48223 -0.48439 -0.26573
Se2 3.98179 -0.72840 2.05457
Se3 5.99652 -1.22522 -1.20755
Se4 1.99853 1.98027 -0.24323
N1 -1.41561 2.76512 2.23170
C4 -1.28316 3.80547 1.39301
C5 -0.62970 4.97685 1.84409
C6 -0.49756 6.04730 1.01195
C7 -1.01599 5.97825 -0.28885
C8 -1.62108 4.82071 -0.67553
N2 -1.75930 3.74620 0.13892
H7 -0.95209 2.82707 3.11817
H8 -1.67259 1.84768 1.90081
H9 -0.23462 4.98844 2.85090
H10 0.00883 6.93972 1.35531
H11 -0.94132 6.80261 -0.98098
H12 -2.03257 4.70647 -1.66529
C9 0.42108 -3.84268 0.08129
S1 0.08880 -2.32085 0.95086
O2 0.43603 -1.30845 -0.15955
C10 -1.67318 -2.36261 1.04383
C11 -2.46483 -2.33513 -0.09747
C12 -3.83834 -2.31440 0.04064
C13 -4.40783 -2.32812 1.30978
C14 -3.61093 -2.35582 2.44216
C15 -2.22784 -2.36067 2.31347
H13 -0.19953 -3.90854 -0.80907
H14 0.21868 -4.66848 0.76186
H15 1.47819 -3.81546 -0.18485
H16 -2.01046 -2.29087 -1.07881
H17 -4.46687 -2.25576 -0.83659
H18 -5.48439 -2.29619 1.41144
H19 -4.06102 -2.35305 3.42564
H20 -1.58910 -2.35061 3.18646
F1 -1.29186 2.48522 -1.85530
Te1 -2.80712 1.92115 -0.75433
F2 -3.82954 3.12323 -1.71229
F3 -2.82126 0.82282 -2.34369
F4 -3.71076 2.50486 0.81011
F5 -4.24018 0.71440 -0.52880
O3 -1.62295 0.78488 0.12459
N3 -0.08366 0.19900 -2.51415
C16 0.87396 -0.68300 -3.09564
C17 0.59884 -2.04281 -3.16620
C18 1.60988 -2.93110 -3.46232
C19 2.89747 -2.45513 -3.68424
C20 3.14295 -1.09589 -3.73604
C21 2.12015 -0.19957 -3.45990
S2 4.23984 -3.60208 -3.68806
O4 3.84457 -4.74982 -4.44230
O5 4.22073 -4.04701 -2.19389
O6 5.44364 -2.90525 -4.01246
H21 -1.05500 -0.08458 -2.63867
H22 -0.01150 1.14557 -2.87686
H23 -0.39910 -2.40398 -2.94879
H24 1.42317 -3.99742 -3.48296
H25 4.14676 -0.74604 -3.93867
H26 2.31495 0.86555 -3.42955

Force components x, y, z for each atom (eV/Å):
Ga -0.16 -0.08 0.03
C 0.04 -0.02 -0.03
C 0.13 -0.04 -0.07
C -0.04 -0.02 0.00
O -0.24 0.10 0.10
H -0.01 0.01 -0.01
H 0.01 0.00 0.01
H -0.01 -0.01 0.01
H -0.01 -0.01 -0.01
H 0.01 0.01 0.00
H 0.02 0.00 0.00
Se 0.02 -0.05 -0.45
Sb -0.14 -0.07 0.28
Se -0.06 0.04 0.05
Se -0.16 -0.05 0.01
Se 0.15 -0.12 -0.12
N -0.07 -0.03 0.15
C 0.09 0.04 0.04
C -0.03 -0.05 -0.02
C -0.01 0.02 -0.04
C 0.00 0.01 0.02
C -0.07 -0.05 0.01
N 0.06 0.17 -0.08
H 0.04 -0.03 -0.01
H 0.04 0.03 -0.02
H 0.00 0.00 0.00
H 0.00 0.00 0.00
H 0.01 0.01 0.01
H 0.02 0.00 -0.01
C 0.02 0.03 -0.03
S 0.24 -0.01 0.11
O -0.20 0.09 -0.16
C -0.07 0.01 0.04
C 0.05 0.02 0.01
C -0.03 0.03 0.01
C -0.03 0.01 -0.03
C 0.05 0.00 0.01
C -0.08 -0.01 -0.02
H 0.01 0.00 -0.01
H -0.01 0.00 0.01
H 0.00 -0.02 0.01
H 0.02 0.00 -0.02
H 0.00 0.00 0.00
H 0.00 0.00 0.00
H 0.00 0.00 0.00
H 0.01 0.00 0.01
F -0.10 0.09 -0.07
Te 0.29 -0.69 0.01
F -0.01 0.11 0.05
F 0.02 0.02 0.02
F 0.01 -0.03 0.00
F -0.04 0.01 -0.04
O -0.03 0.36 -0.13
N -0.12 0.23 0.18
C 0.08 -0.07 0.06
C -0.05 -0.01 0.02
C 0.10 -0.15 0.03
C -0.04 0.16 0.04
C 0.12 0.01 -0.11
C -0.02 0.04 0.09
S -0.14 -0.04 -0.19
O -0.03 -0.02 0.06
O 0.36 0.00 0.25
O -0.02 0.02 0.06
H 0.03 0.01 -0.09
H -0.03 0.00 -0.06
H -0.02 0.01 0.02
H 0.01 0.00 0.00
H 0.00 0.00 0.01
H 0.01 0.00 0.00

**HOMO energy**: -7.33 eV
**E_tot**: -401807.551 eV
**Energy relative to the best compared isomer or geometry (same formula, charge and spin)**: 23.1 kcal/mol
**LUMO**: -1.096 eV
**Total charge**: 0
**Kohn-Sham gap**: 6.24 eV

Here are the Mulliken charges for atoms 1 to 4, given in e: Ga 1.09; C -1.05; C 0.45; C -1.25

=====

# 2
Computed, not measured: a cluster of 2 separate species, FH3O3Si in total in a non-equilibrium geometry, with ωB97M-V/def2-TZVPD.

Geometry (Å):
O1 0.46556 0.75792 0.29031
O2 -1.89205 -0.37757 -0.49564
O3 0.11899 -2.01780 -0.27408
F1 2.69793 2.22586 1.18960
Si1 -0.31884 -0.46661 -0.11675
H1 1.98249 1.91401 0.74335
H2 -2.56190 0.40790 -0.43386
H3 -0.49218 -2.44371 -0.90293

Force components x, y, z for each atom (eV/Å):
O 0.59 -0.01 0.12
O -1.99 1.41 0.00
O -0.43 0.36 -0.60
F 1.75 0.87 0.98
Si -0.82 0.82 0.11
H -1.92 -1.07 -0.97
H 2.51 -2.13 -0.07
H 0.31 -0.23 0.43

**HOMO energy**: -11.47 eV
**E_tot**: -16789.163 eV
**Energy relative to the best compared isomer or geometry (same formula, charge and spin)**: 71.6 kcal/mol
**LUMO**: -0.595 eV
**Total charge**: 0
**Kohn-Sham gap**: 10.87 eV
**SMILES**: O=[Si](O)O.F

Here are the Mulliken charges for atoms 1 to 4, given in e: O -0.50; O -0.55; O -0.44; F -0.41

=====

# 3
Computed, not measured: a structure of composition C15H13BF2N3Y, with ωB97M-V/def2-TZVPD.

Geometry (Å):
Y1 1.45520 -0.64152 -1.06448
N1 1.05354 -0.48102 1.36382
C1 0.96061 0.80804 1.94871
C2 0.93629 1.02571 3.29831
C3 0.83384 2.32947 3.82799
C4 0.73569 3.41131 3.00514
C5 0.77377 3.22808 1.60240
C6 0.69271 4.30509 0.69061
C7 0.76724 4.07367 -0.65009
C8 0.94591 2.74591 -1.08582
N2 1.02090 1.71899 -0.27490
C9 0.91277 1.93024 1.07304
H1 0.14904 -0.83962 1.00138
H2 1.43730 -1.17172 1.99802
H3 0.98067 0.17974 3.97318
H4 0.81622 2.45439 4.90224
H5 0.63575 4.41309 3.40211
H6 0.57270 5.30921 1.07909
H7 0.70535 4.86996 -1.37700
H8 1.02972 2.54948 -2.15062
F1 3.94397 -2.30715 0.37722
B1 3.68676 -2.05224 -0.93887
F2 4.61510 -2.59810 -1.73571
N3 -0.28922 -1.56500 -0.99663
C10 -1.37940 -2.24465 -1.48270
C11 -1.22283 -3.48327 -2.13708
C12 -2.30522 -4.15700 -2.67982
C13 -3.59037 -3.63556 -2.58557
C14 -3.76841 -2.42762 -1.92331
C15 -2.69093 -1.74842 -1.37630
H9 -0.23364 -3.91937 -2.21039
H10 -2.13431 -5.10365 -3.17977
H11 -4.43640 -4.16054 -3.00971
H12 -4.76285 -2.00638 -1.82742
H13 -2.84746 -0.80953 -0.85705

Force components x, y, z for each atom (eV/Å):
Y -0.43 -0.04 0.11
N -0.01 -0.09 0.10
C -0.02 0.14 0.00
C 0.00 -0.03 0.01
C 0.00 -0.03 0.03
C 0.00 -0.02 -0.05
C -0.01 0.04 0.03
C -0.01 0.06 0.06
C 0.02 -0.16 -0.02
C -0.03 0.24 0.02
N 0.00 -0.16 -0.05
C 0.01 -0.05 -0.06
H 0.02 0.04 -0.01
H 0.01 0.02 0.01
H 0.00 -0.01 -0.01
H 0.00 0.02 0.00
H 0.00 0.00 0.01
H 0.00 0.00 -0.02
H 0.00 0.02 0.01
H 0.00 -0.05 0.01
F 0.12 -0.07 -0.01
B -0.04 0.03 0.05
F 0.07 -0.05 0.01
N 0.22 0.21 -0.41
C 0.31 -0.05 0.23
C -0.24 -0.18 -0.09
C 0.09 0.05 0.05
C -0.05 -0.01 -0.01
C 0.03 0.01 0.03
C -0.10 0.01 -0.01
H 0.05 0.10 0.03
H -0.05 0.00 -0.01
H 0.01 -0.01 0.00
H -0.01 -0.01 0.00
H 0.03 0.02 -0.01

**HOMO energy**: -6.26 eV
**E_tot**: -27392.869 eV
**Energy relative to the best compared isomer or geometry (same formula, charge and spin)**: 26.0 kcal/mol
**LUMO**: -1.082 eV
**Total charge**: 0
**Kohn-Sham gap**: 5.18 eV

Here are the Mulliken charges for atoms 1 to 4, given in e: Y 0.83; N -0.50; C 0.61; C -0.60

=====

Which formula does entry 2 have?
FH3O3Si

=====

What is the formula in the first record?
C21H26F5GaN3O6S2SbSe4Te

=====

Which value of LUMO does entry 2 give?
-0.595 eV

=====

The highest energy relative to the best compared isomer or geometry (same formula, charge and spin) belongs to which entry?
FH3O3Si